Here is an isolated molecule of C2H3N3O3 from OMol25. Energies are from wB97M-V/def2-TZVPD.

Geometry as XYZ:
```
11
Properties=species:S:1:pos:R:3
C 0.24727 -0.24579 -0.20296
C -0.54227 1.49124 1.37638
H 0.29025 -2.91365 -1.16907
H 1.78936 -0.83143 -1.45589
H -1.03880 2.43534 1.91697
N 1.01364 -1.21207 -0.95868
N -1.05393 -0.58944 0.06286
N 0.57125 1.84490 0.94009
O 0.06725 -2.05903 -1.67094
O -1.42659 0.45343 1.05578
O 0.98591 0.79728 -0.21515
```

LUMO	0.44	eV
SMILES string	ONC1=NOC=NO1
largest force on an atom	6.5	eV/Å
Kohn-Sham gap	9.682	eV
HOMO	-9.244	eV
2S+1	1

Results of the natural (NBO) charge analysis, in e, for atoms 1 through 8: 0.617 0.325 0.482 0.379 0.235 -0.353 -0.210 -0.159



Here is a structure of composition C2H3N3O3 from OMol25. Energies are from wB97M-V/def2-TZVPD.

Geometry as XYZ:
```
11
Properties=species:S:1:pos:R:3
C 0.33465 -0.84642 0.08831
C -1.40116 0.31296 -0.30120
H 0.61705 -2.84124 0.56016
H -2.26202 1.94872 -0.65346
H 2.50549 0.98825 1.10659
N -0.96103 -0.90236 -0.12567
N -2.42221 0.86057 -0.67833
N 0.66366 0.38014 0.48507
O 1.27129 -1.85816 0.15833
O -0.21104 1.23265 -0.08323
O 2.01170 0.71758 0.23697
```

LUMO	-0.46	eV
largest force on an atom	5.9	eV/Å
Kohn-Sham gap	8.694	eV
HOMO	-9.159	eV
2S+1	1

Results of the natural (NBO) charge analysis, in e, for atoms 1 through 8: 0.696 0.634 0.526 0.372 0.494 -0.576 -0.672 0.089



Here is an isolated molecule of C2H3N3O4 from OMol25. Energies are from wB97M-V/def2-TZVPD.

Geometry as XYZ:
```
12
Properties=species:S:1:pos:R:3
C 2.61476 -0.60137 0.37485
C 0.43252 0.44269 0.07764
N 3.31659 -1.47701 0.49823
N 1.86319 0.42098 -0.01838
N -0.33460 -0.62451 -0.19488
O -0.07151 1.51496 0.32642
O 2.38306 1.61292 -0.47888
O 0.21217 -1.76174 -0.68778
O -1.62004 -0.66122 0.27234
H 1.74183 2.25037 0.01542
H 0.72273 -2.33781 0.04458
H -2.23527 -0.66340 -0.38239
```

LUMO	0.28	eV
SMILES string	N#CN(O)C(=O)N(O)O
largest force on an atom	5.5	eV/Å
Kohn-Sham gap	10.408	eV
HOMO	-10.131	eV
2S+1	1

Results of the natural (NBO) charge analysis, in e, for atoms 1 through 8: 0.387 0.717 -0.328 -0.228 0.100 -0.606 -0.492 -0.520



Here is an isolated molecule of C2H3N3OS from OMol25. Energies are from wB97M-V/def2-TZVPD.

Geometry as XYZ:
```
10
Properties=species:S:1:pos:R:3
C -1.63162 -0.68169 0.06163
C 0.34808 0.23072 0.03348
N -0.26949 -0.89721 0.04455
N -1.98242 0.60091 0.11490
N -0.86260 1.35248 0.15489
O 2.75424 -0.72139 0.41073
S 2.01109 0.66378 -0.15132
H -2.39523 -1.50655 0.04899
H -0.71584 2.19328 -0.32067
H 2.74378 -1.23434 -0.39718
```

LUMO	0.00	eV
SMILES string	OSc1ncn[nH]1
largest force on an atom	6.6	eV/Å
Kohn-Sham gap	8.975	eV
HOMO	-8.970	eV
2S+1	1

Results of the natural (NBO) charge analysis, in e, for atoms 1 through 8: 0.126 0.110 -0.492 -0.235 -0.404 -0.791 0.588 0.215



Here is an isolated molecule of C2H3N3OS from OMol25. Energies are from wB97M-V/def2-TZVPD.

Geometry as XYZ:
```
10
Properties=species:S:1:pos:R:3
C 0.10834 -1.26456 0.00188
C -1.88142 -0.52929 -0.06730
N -1.11995 -1.65800 -0.02055
N 0.24019 0.09229 0.02990
N -1.05313 0.58596 -0.15702
O -3.76844 1.10527 0.02631
S -3.54576 -0.36778 0.01775
H 0.95608 -1.91904 0.04853
H 1.02102 0.62919 -0.31597
H -1.34035 1.45283 0.28134
```

LUMO (spin up / spin down)	0.41 / 0.41	eV
largest force on an atom	1.3	eV/Å
Kohn-Sham gap (spin up / spin down)	7.802 / 7.803	eV
HOMO (spin up / spin down)	-7.397 / -7.397	eV
2S+1	1

Results of the natural (NBO) charge analysis, in e, for atoms 1 through 8: 0.252 0.045 -0.462 -0.408 -0.416 -1.002 0.925 0.214



Here is an isolated molecule of C2H3N3OS from OMol25. Energies are from wB97M-V/def2-TZVPD.

Geometry as XYZ:
```
10
Properties=species:S:1:pos:R:3
C -2.24691 -1.02470 0.10658
C 0.01557 -0.14123 -0.02983
N -3.36062 -1.44567 0.38835
N -1.22329 -0.78689 -0.42646
N -4.07672 0.91082 -0.23132
O -4.77818 1.89548 -0.50976
S -4.70924 -0.53023 0.14076
H 0.15028 0.33287 -1.03219
H -0.27455 0.51745 0.72936
H 0.68352 -0.82750 0.26621
```

LUMO (spin up / spin down)	-0.34 / -0.34	eV
SMILES string	CN=C=NSN=O
largest force on an atom	5.5	eV/Å
Kohn-Sham gap (spin up / spin down)	8.780 / 8.780	eV
HOMO (spin up / spin down)	-9.121 / -9.122	eV
2S+1	1

Results of the natural (NBO) charge analysis, in e, for atoms 1 through 8: 0.660 -0.402 -0.726 -0.425 -0.170 -0.337 0.761 0.229



Here is a structure of composition C2H3N3OS from OMol25. Energies are from wB97M-V/def2-TZVPD.

Geometry as XYZ:
```
10
Properties=species:S:1:pos:R:3
C 1.54404 -1.65612 0.38608
C -0.16381 0.23395 -0.24469
H 1.62163 -3.13346 0.17562
H 2.75753 -0.97398 0.58212
H 0.69818 -1.65185 1.72132
N -0.63829 1.30511 -0.68539
N -1.12618 1.85691 0.32887
N -1.26192 0.98786 1.34126
O -0.57606 -0.16777 1.03675
S 0.77716 -0.83842 -1.15716
```

LUMO	-0.36	eV
largest force on an atom	8.2	eV/Å
Kohn-Sham gap	9.167	eV
HOMO	-9.532	eV
2S+1	1

Results of the natural (NBO) charge analysis, in e, for atoms 1 through 8: -0.883 0.293 0.274 0.272 0.307 -0.304 -0.038 0.040



Here is a cluster of 2 separate species, C2H3N3S in total from OMol25. Energies are from wB97M-V/def2-TZVPD.

Geometry as XYZ:
```
9
Properties=species:S:1:pos:R:3
C 1.15229 0.19366 0.92629
C 2.39277 0.22983 1.48086
N 3.27319 -0.39696 2.05992
N 0.25311 -0.57450 0.44350
N -0.59952 -1.25714 0.20138
S 1.85715 1.88034 0.77713
H -1.74837 -1.96534 2.34869
H 4.10750 0.12602 2.31664
H -1.13367 -2.36656 2.44244
```

LUMO	-0.45	eV
largest force on an atom	1.4	eV/Å
Kohn-Sham gap	7.931	eV
HOMO	-8.376	eV
2S+1	1

Results of the natural (NBO) charge analysis, in e, for atoms 1 through 8: -0.240 0.264 -0.620 0.078 0.055 0.091 0.008 0.372



Here is a cluster of 2 separate species, C2H3N3S2 in total from OMol25. Energies are from wB97M-V/def2-TZVPD.

Geometry as XYZ:
```
10
Properties=species:S:1:pos:R:3
C -0.78382 -1.99919 0.49182
C 3.51171 0.02744 0.09869
N -0.47063 -1.12367 -0.24548
N -0.11929 -0.34158 -1.06892
N -0.28608 1.01386 -0.64289
S 3.12148 1.52225 0.17463
S 3.83264 -1.47113 -0.12094
H -0.21735 -2.60433 1.24558
H 0.21781 1.73520 -1.09113
H -0.52380 1.19093 0.29798
```

LUMO	-0.18	eV
largest force on an atom	3.9	eV/Å
Kohn-Sham gap	7.648	eV
HOMO	-7.830	eV
2S+1	1

Results of the natural (NBO) charge analysis, in e, for atoms 1 through 8: -0.095 -0.372 -0.070 -0.090 -0.699 0.175 0.193 0.219



Here is a cluster of 2 separate species, C2H3N4O in total from OMol25. Energies are from wB97M-V/def2-TZVPD.

Geometry as XYZ:
```
10
Properties=species:S:1:pos:R:3
C -0.68497 -0.32087 0.16918
C 1.56585 -0.30867 -0.23079
N -2.35748 0.82344 0.15766
N -1.05084 0.94457 0.07996
N -1.60147 -1.26291 0.29373
N -2.73701 -0.44839 0.26227
O 2.08776 0.93087 -0.07005
H 2.07941 -1.12027 0.47134
H 1.37006 -0.73121 -1.26370
H 1.32869 1.49344 0.13040
```

LUMO	3.97	eV
largest force on an atom	5.3	eV/Å
Kohn-Sham gap	8.801	eV
HOMO	-4.831	eV
total charge	-1
2S+1	1

Results of the natural (NBO) charge analysis, in e, for atoms 1 through 8: 0.298 -0.072 -0.166 -0.481 -0.451 -0.187 -0.752 0.147



Here is a cluster of 2 separate species, C2H3N4O in total from OMol25. Energies are from wB97M-V/def2-TZVPD.

Geometry as XYZ:
```
10
Properties=species:S:1:pos:R:3
C -0.88804 0.45652 0.29370
C 1.77184 0.03679 -0.19256
N -2.07514 1.08679 0.46688
N -0.92454 -0.81923 0.14470
N -2.85788 0.12610 0.12659
N -2.22009 -1.04104 0.02790
O 0.95199 1.07585 0.21088
H 1.42106 -0.61348 -1.13665
H 2.06344 -0.68228 0.61008
H 2.75736 0.37396 -0.55152
```

LUMO	4.18	eV
largest force on an atom	4.2	eV/Å
Kohn-Sham gap	9.186	eV
HOMO	-5.003	eV
total charge	-1
2S+1	1

Results of the natural (NBO) charge analysis, in e, for atoms 1 through 8: 0.560 -0.238 -0.394 -0.417 -0.152 -0.185 -0.621 0.153



Here is the ion C2H3N4OS with charge -1 from OMol25. Energies are from wB97M-V/def2-TZVPD.

Geometry as XYZ:
```
11
Properties=species:S:1:pos:R:3
C 0.47131 -0.28410 1.56702
C -0.80794 0.87262 -1.24665
N 0.80229 -1.44036 -0.45719
N 0.53552 -1.61228 1.65765
N 0.76023 -2.16518 0.47214
N 0.61527 0.10395 0.26854
O 0.41111 1.15719 -0.56661
S 0.23323 0.82413 2.80771
H -0.62744 -0.04413 -1.89087
H -0.80473 1.72541 -2.05359
H -1.58884 0.86275 -0.55816
```

LUMO	3.82	eV
SMILES string	COn1nnnc1[S-]
largest force on an atom	5.6	eV/Å
Kohn-Sham gap	7.405	eV
HOMO	-3.585	eV
total charge	-1
2S+1	1

Results of the natural (NBO) charge analysis, in e, for atoms 1 through 8: 0.175 -0.251 -0.114 -0.444 -0.026 -0.108 -0.338 -0.447



Here is the ion C2H3N4S with charge +1 from OMol25. Energies are from wB97M-V/def2-TZVPD.

Geometry as XYZ:
```
10
Properties=species:S:1:pos:R:3
C 0.79651 1.89196 -0.74732
C -0.34293 -0.57011 -0.18305
N 1.56550 1.35106 0.04584
N 1.67572 0.29364 0.65305
N 0.67830 -0.56442 0.68571
N -1.51262 -0.98307 0.05395
S 0.03743 2.43046 -1.93043
H 1.09464 -1.31256 1.28753
H -2.13366 -1.18018 -0.85875
H -1.85889 -1.35678 0.99346
```

LUMO (spin up / spin down)	-6.58 / -6.58	eV
largest force on an atom	3.8	eV/Å
Kohn-Sham gap (spin up / spin down)	6.861 / 6.856	eV
HOMO (spin up / spin down)	-13.441 / -13.437	eV
total charge	+1
2S+1	1

Results of the natural (NBO) charge analysis, in e, for atoms 1 through 8: 0.141 0.231 -0.268 0.167 -0.378 -0.686 0.472 0.448



Here is an isolated molecule of C2H3N5O from OMol25. Energies are from wB97M-V/def2-TZVPD.

Geometry as XYZ:
```
11
Properties=species:S:1:pos:R:3
C 0.21677 -0.49211 -2.46303
C 0.04347 -0.40396 1.08373
H 0.19778 -1.12610 -3.42095
H 0.17335 0.73499 -2.55014
H 0.25140 1.88444 -0.78741
N 0.68944 -0.82750 -1.29373
N 0.58151 -0.00945 -0.15971
N -0.14916 1.08812 -0.39575
N -0.71935 1.43034 0.65543
N -0.70684 0.64890 1.59648
O -0.00664 -1.55372 1.52691
```

LUMO	-0.22	eV
SMILES string	C=Nn1[nH]nnc1=O
largest force on an atom	7.4	eV/Å
Kohn-Sham gap	9.907	eV
HOMO	-10.125	eV
2S+1	1

Results of the natural (NBO) charge analysis, in e, for atoms 1 through 8: -0.114 0.662 0.237 0.142 0.394 -0.218 -0.154 -0.226



Here is a structure of composition C2H3N5O from OMol25. Energies are from wB97M-V/def2-TZVPD.

Geometry as XYZ:
```
11
Properties=species:S:1:pos:R:3
C 1.27180 0.20873 -0.51846
C -1.25678 -0.17186 -0.22580
H 3.18252 0.78143 -0.83354
H -1.73448 -1.03614 1.61154
H -2.97909 -0.17226 -1.51818
N 2.13114 0.83470 -1.17978
N 1.28860 -0.24302 0.86465
N 0.32169 -0.41728 1.58197
N -0.96281 -0.00661 1.14954
N -2.46085 -0.32083 -0.56614
O -0.09794 0.15963 -0.96824
```

LUMO	-0.39	eV
largest force on an atom	6.8	eV/Å
Kohn-Sham gap	9.397	eV
HOMO	-9.789	eV
2S+1	1

Results of the natural (NBO) charge analysis, in e, for atoms 1 through 8: 0.627 0.667 0.399 0.413 0.415 -0.613 -0.242 0.067



Here is a structure of composition C2H3N5O from OMol25. Energies are from wB97M-V/def2-TZVPD.

Geometry as XYZ:
```
11
Properties=species:S:1:pos:R:3
C -1.05429 -0.82290 0.31735
C 2.12346 -0.04956 -0.26810
H -1.87039 1.55889 -0.27812
H -1.07416 -1.96421 0.56195
H 3.12602 -0.23664 0.00553
N -2.18001 -0.46871 0.02704
N 0.15636 -0.27565 -0.18136
N 1.33668 -1.01890 -0.23992
N 1.60712 1.25718 0.15035
N 0.38478 1.13940 0.21123
O -2.55556 0.88108 -0.30595
```

LUMO	-0.34	eV
largest force on an atom	6.1	eV/Å
Kohn-Sham gap	9.688	eV
HOMO	-10.027	eV
2S+1	1

Results of the natural (NBO) charge analysis, in e, for atoms 1 through 8: 0.153 0.103 0.472 0.224 0.206 -0.087 -0.177 -0.159



Here is an isolated molecule of C2H3N5O from OMol25. Energies are from wB97M-V/def2-TZVPD.

Geometry as XYZ:
```
11
Properties=species:S:1:pos:R:3
C 1.39731 -0.00913 -1.09723
C -0.36548 -0.28771 0.23309
H 3.20778 0.08685 -0.37829
H 0.80403 0.40982 -1.82512
H -1.03401 -0.34637 2.47178
N 2.67863 0.18165 -1.30978
N 0.92073 -0.28929 0.18497
N -1.32764 -0.32847 1.42171
N -2.54549 0.25720 1.09714
N -2.54603 0.32537 -0.09268
O -1.18982 0.00007 -0.70559
```

LUMO	0.18	eV
SMILES string	[H]/N=C\N=c1\[nH]nno1
largest force on an atom	5.7	eV/Å
Kohn-Sham gap	9.784	eV
HOMO	-9.606	eV
2S+1	1

Results of the natural (NBO) charge analysis, in e, for atoms 1 through 8: 0.211 0.695 0.333 0.172 0.433 -0.599 -0.566 -0.491



Here is an isolated molecule of C2H3N5O from OMol25. Energies are from wB97M-V/def2-TZVPD.

Geometry as XYZ:
```
11
Properties=species:S:1:pos:R:3
C 0.36396 0.80214 -0.00344
C -1.44818 -1.01354 0.10847
H -1.26967 1.94466 0.10281
H -1.42162 -2.18678 0.31619
H -3.26404 -0.25372 -0.14031
N 1.68163 0.69374 -0.04021
N 1.95962 -0.65239 0.01130
N 0.89411 -1.38446 -0.02256
N -0.12478 -0.52380 -0.04376
N -2.28358 -0.10579 -0.10243
O -0.30355 1.94663 0.05934
```

LUMO	0.25	eV
SMILES string	[H]/N=C/n1nnnc1O
largest force on an atom	2.7	eV/Å
Kohn-Sham gap	10.430	eV
HOMO	-10.179	eV
2S+1	1

Results of the natural (NBO) charge analysis, in e, for atoms 1 through 8: 0.626 0.307 0.534 0.216 0.377 -0.332 -0.047 -0.064



Here is an isolated molecule of C2H3N5O from OMol25. Energies are from wB97M-V/def2-TZVPD.

Geometry as XYZ:
```
11
Properties=species:S:1:pos:R:3
C 2.50187 -0.22746 0.27656
C -0.62746 0.06286 -0.27507
H 2.94483 0.74791 0.51864
H 3.27923 -1.06835 0.05316
H -1.81806 1.97874 0.16196
N 1.31887 -0.66135 -0.26728
N 0.58599 0.53584 -0.36640
N -1.75310 0.90691 -0.09747
N -2.88405 0.01841 0.15389
N -2.57136 -1.13519 -0.03330
O -0.97676 -1.15833 -0.12469
```

LUMO	-0.03	eV
SMILES string	C=N/N=c1/[nH]nno1
largest force on an atom	8.0	eV/Å
Kohn-Sham gap	8.749	eV
HOMO	-8.781	eV
2S+1	1

Results of the natural (NBO) charge analysis, in e, for atoms 1 through 8: -0.137 0.631 0.191 0.171 0.459 -0.244 -0.430 -0.477



Here is an isolated molecule of C2H3N5O from OMol25. Energies are from wB97M-V/def2-TZVPD.

Geometry as XYZ:
```
11
Properties=species:S:1:pos:R:3
C 0.46793 0.63376 -0.47762
C -0.42578 -0.37808 0.16111
H 1.92233 1.80088 -0.00460
H 1.61525 0.73844 1.27438
H -0.18409 0.28254 -2.24298
N 1.28090 1.19344 0.38475
N 0.57820 0.80700 -1.73537
N -0.59173 -0.63799 1.52410
N -1.50097 -1.55066 1.55389
N -1.21673 -1.12284 -0.64174
O -1.94533 -1.76649 0.20408
```

LUMO	-0.45	eV
SMILES string	[H]/N=C(/N)c1nnon1
largest force on an atom	4.3	eV/Å
Kohn-Sham gap	9.306	eV
HOMO	-9.757	eV
2S+1	1

Results of the natural (NBO) charge analysis, in e, for atoms 1 through 8: 0.372 0.161 0.396 0.408 0.355 -0.782 -0.674 -0.204



Record order is preserved below.
Energy above the lowest of the compared OMol25 structures with the same formula, charge and spin: 5.868; 4.060; 3.812; 1.805; 1.499; 3.905; 7.827; 4.510; 3.923; 3.191; 3.229; 2.584; 2.504; 5.761; 5.380; 5.727; 4.525; 2.617; 6.084; 3.526 eV